{"formula": "C3H11NO", "method": "the ωB97M-V functional and the def2-TZVPD basis", "orbital_gap_ev": 10.059, "relative_energy_kj_mol": 226.66, "e_homo_ev": -9.240, "total_charge": 0, "smiles": "NCO.CC", "elements": ["C", "C", "H", "H", "H", "H", "H", "H", "N", "C", "O", "H", "H", "H", "H", "H"], "xyz": [[-2.162, -0.131, 1.267], [-1.072, 0.749, 2.043], [-1.978, 0.120, 0.189], [-1.818, -1.140, 1.331], [-3.116, 0.044, 1.817], [-1.383, 0.792, 3.148], [-1.005, 1.878, 1.820], [-0.065, 0.407, 1.997], [2.299, 0.290, -2.224], [1.195, -0.636, -1.844], [0.947, -1.008, -0.376], [2.763, 0.804, -1.410], [2.033, 0.983, -2.991], [1.238, -1.504, -2.522], [0.312, -0.016, -2.112], [1.813, -1.631, -0.132]]}

=====

{"formula": "C4H6ClFN3", "method": "the ωB97M-V functional and the def2-TZVPD basis", "orbital_gap_ev": 8.102, "relative_energy_kj_mol": 229.29, "e_homo_ev": -13.621, "total_charge": 1, "smiles": "[H]/N=C(\\N)CC=[N+]=C(F)Cl", "elements": ["C", "C", "C", "C", "N", "N", "N", "F", "Cl", "H", "H", "H", "H", "H", "H"], "xyz": [[-0.516, -0.840, -0.944], [-0.168, 0.969, 0.580], [-1.022, -0.228, 0.292], [1.697, -1.838, -1.030], [0.669, -1.171, -1.132], [1.043, 0.880, 0.608], [-0.901, 2.050, 1.046], [2.826, -1.410, -1.428], [1.696, -3.533, -0.513], [-1.268, -0.892, -1.781], [-2.008, 0.101, 0.058], [-1.151, -0.719, 1.249], [1.531, 1.733, 0.952], [-1.835, 1.889, 1.176], [-0.592, 3.010, 0.867]]}

=====

{"formula": "C3H5N10", "method": "the ωB97M-V functional and the def2-TZVPD basis", "orbital_gap_ev": 7.687, "relative_energy_kj_mol": 0.00, "e_homo_ev": -4.446, "total_charge": -1, "elements": ["C", "C", "C", "N", "N", "N", "N", "N", "N", "N", "N", "N", "N", "H", "H", "H", "H", "H"], "xyz": [[1.844, 0.662, -0.041], [-0.040, -0.887, -0.172], [-2.525, -0.330, 0.377], [3.835, 0.595, 0.401], [2.746, -0.135, 0.576], [2.327, 1.754, -0.548], [0.549, -2.055, -0.529], [3.642, 1.647, -0.307], [-0.383, -2.922, -0.596], [-1.578, -2.457, -0.329], [-1.417, -1.164, 0.027], [-0.446, 1.539, 0.118], [0.462, 0.396, 0.100], [-2.833, -0.399, 1.490], [-2.150, 0.714, 0.294], [-3.371, -0.744, -0.330], [0.096, 2.267, 0.302], [-0.758, 1.520, -0.833]]}

=====

{"formula": "C2H2NO3S", "method": "the ωB97M-V functional and the def2-TZVPD basis", "orbital_gap_ev": 8.315, "relative_energy_kj_mol": 54.78, "e_homo_ev": -4.495, "total_charge": -1, "elements": ["C", "C", "N", "O", "O", "O", "S", "H", "H"], "xyz": [[0.590, -1.073, -0.006], [0.828, 0.471, -0.014], [-0.513, 1.105, -0.475], [1.548, -1.814, -0.162], [-0.614, -1.413, 0.204], [-2.921, 0.727, -0.225], [-1.619, 0.462, 0.396], [1.610, 0.755, -0.716], [1.089, 0.780, 0.998]]}